[1]
Here is the ion C4H6NO2 with charge +1 at a distorted geometry from the Open Molecules 2025 dataset. Energies are from the ωB97M-V functional and the def2-TZVPD basis.

Calculated values
E_LUMO (spin up / spin down), eV: -7.6 / -7.6
2S+1: 1
Frontier orbital gap (spin up / spin down), eV: 5.913 / 5.907
F_max, eV/A: 5.53
Net charge: +1
Relative energy (zero: lowest compared OMol25 entry of this formula, charge and spin), kcal per mole: 122.6

XYZ file:
```
13
Properties=species:S:1:pos:R:3:forces:R:3
C 1.555914 0.952951 -0.020057 2.7 -1.8 0.8
C 2.441272 -0.219799 -0.092762 -2.2 -0.6 -0.6
C 3.727640 -0.162561 0.016194 1.6 -0.4 -0.4
C -1.755659 -0.496344 -0.012597 1.3 1.6 -2.5
N -0.320761 -0.504999 -0.081656 2.2 2.5 0.2
O 4.870954 -0.196153 0.007724 0.3 0.2 0.4
O 0.241688 0.635534 0.242047 -5.2 -1.9 -0.2
H 1.929947 1.665660 0.660719 -0.2 0.5 2.1
H 1.581101 1.640084 -0.791486 -0.7 0.8 -2.9
H 1.979150 -1.164578 -0.389645 0.6 0.2 0.0
H -2.007453 -1.519490 0.164930 -0.6 -0.5 0.8
H -2.026883 -0.452986 -1.200534 0.7 0.2 2.3
H -2.128363 0.401015 0.503469 -0.4 -0.8 0.0
```
Positions in Å, forces in eV/Å.

Results of the natural (NBO) charge analysis, in e, for atoms 1 through 6: C -0.10; C -0.63; C 0.77; C -0.51; N 0.26; O -0.35

[2]
Here is a cluster of 2 separate species, C5H13NOS in total from the Open Molecules 2025 dataset. Energies are from the ωB97M-V functional and the def2-TZVPD basis.

Calculated values
E_LUMO (spin up / spin down), eV: 3.2 / 3.2
2S+1: 2
Frontier orbital gap (spin up / spin down), eV: 2.219 / 8.751
F_max, eV/A: 0.90
Net charge: -1
Relative energy (zero: lowest compared OMol25 entry of this formula, charge and spin), kcal per mole: 0.0

XYZ file:
```
21
Properties=species:S:1:pos:R:3:forces:R:3
C -1.331082 -1.281420 -1.854155 -0.5 0.5 0.0
C -1.882358 -0.560476 -0.624442 -0.4 -0.1 -0.1
S -1.865331 1.230158 -0.880125 0.3 0.2 -0.1
C -2.759564 1.741648 0.597675 -0.1 -0.2 -0.1
H -1.451300 -2.360527 -1.775279 0.1 -0.1 0.1
H -0.287666 -1.027560 -2.042083 0.1 -0.1 0.1
H -1.910854 -0.934674 -2.717646 0.1 -0.1 -0.1
H -1.353672 -0.816524 0.296551 0.1 0.0 0.0
H -2.938418 -0.815623 -0.496427 0.1 -0.2 0.1
H -3.765622 1.319379 0.565836 0.0 0.1 0.1
H -2.253287 1.424405 1.508186 0.0 0.0 0.0
H -2.829777 2.827108 0.577822 0.0 0.0 0.0
C 3.455241 -0.843099 1.157214 -0.2 0.0 0.2
C 2.802561 0.486256 0.890171 -0.3 0.2 -0.5
N 1.765724 0.503691 0.007565 0.4 0.6 0.5
O 3.180763 1.519893 1.420407 0.2 0.0 0.3
H 3.143021 -1.605271 0.445561 0.1 -0.1 0.0
H 3.143504 -1.154837 2.157597 0.0 0.0 0.0
H 4.536364 -0.719010 1.172772 0.0 0.0 -0.1
H 1.334520 -0.316984 -0.377970 -0.1 -0.4 0.0
H 1.267243 1.383469 -0.029236 -0.1 -0.2 -0.2
```
Positions in Å, forces in eV/Å.

Results of the natural (NBO) charge analysis, in e, for atoms 1 through 6: C -0.93; C -0.66; S 0.15; C -0.77; H 0.20; H 0.18

[3]
Here is a cluster of 11 separate species, C4H30N2O12 in total at a distorted geometry from the Open Molecules 2025 dataset. Energies are from the ωB97M-V functional and the def2-TZVPD basis.

Calculated values
E_LUMO, eV: -0.1
2S+1: 1
Frontier orbital gap, eV: 9.586
F_max, eV/A: 2.61
SMILES: NC(=O)C[C@@H](N)CO.O.O.O.O.O.O.O.O.O.O
Net charge: 0
Relative energy (zero: lowest compared OMol25 entry of this formula, charge and spin), kcal per mole: 52.2

XYZ file:
```
48
Properties=species:S:1:pos:R:3:forces:R:3
N 0.141752 2.074990 -1.665696 0.2 -1.4 -1.2
C -0.043985 1.288095 -0.597810 0.1 0.6 0.3
O 0.121657 1.763140 0.530007 -0.4 0.0 0.2
C -0.617365 -0.074783 -0.871211 1.0 -0.4 -0.9
C 0.414311 -1.250290 -0.807527 0.8 1.4 0.8
N 1.314048 -1.130409 0.349641 -0.5 -0.9 -0.6
C -0.284174 -2.592701 -0.842075 1.2 -2.3 0.0
O 0.528596 -3.659646 -0.278203 0.1 0.6 0.0
H 0.425133 3.009536 -1.599350 0.6 1.3 0.7
H 0.379543 1.671517 -2.564154 -0.5 -0.3 0.0
H -1.429300 -0.273631 -0.176536 -0.1 0.0 -0.1
H -0.921408 0.028179 -1.911547 -0.7 -0.5 0.1
H 1.141006 -1.182624 -1.617037 -0.4 0.0 -0.5
H 1.687723 -0.204039 0.438100 0.0 0.4 0.4
H 0.816403 -1.437398 1.161083 0.0 0.2 1.0
H -1.275619 -2.651421 -0.388641 0.0 0.5 0.0
H -0.284275 -3.028900 -1.840166 -0.9 0.9 -0.5
H 0.978844 -3.317265 0.506878 -0.2 -0.1 0.1
O -2.676179 2.481126 0.602158 0.3 0.2 0.3
H -2.615430 2.644565 1.552566 -0.3 -0.1 0.1
H -1.789968 2.756083 0.326463 0.0 0.0 0.0
O -1.942785 -1.149971 3.061080 1.2 -0.3 0.7
H -2.551352 -0.911795 2.350961 -0.1 0.1 0.0
H -1.321632 -0.389107 3.156875 -0.8 -0.3 -0.1
O 0.573920 -0.014604 -3.850705 0.0 0.7 0.1
H 0.042959 -0.624480 -4.362911 0.1 -0.3 -0.1
H 1.269816 -0.501461 -3.402368 0.0 -0.3 -0.2
O 2.575231 1.648483 1.341202 0.6 0.2 0.6
H 3.231823 1.778814 2.035451 0.2 -0.3 -0.1
H 1.887089 2.266595 1.592359 -0.5 0.0 -0.3
O -3.405270 -0.180758 1.178894 -0.1 -0.7 0.1
H -2.970852 0.641065 0.943478 -0.4 0.7 -0.4
H -4.229203 -0.308191 0.710774 -0.1 0.4 -0.2
O -2.684021 2.828782 -2.237099 0.0 -0.3 0.1
H -2.205608 2.275751 -2.862087 0.0 0.1 -0.1
H -2.535059 2.377953 -1.394461 -0.4 0.2 -0.3
O 3.791809 2.217335 -1.203896 0.1 0.4 -0.7
H 3.811785 1.339993 -0.827394 -0.1 -0.2 0.3
H 3.533686 2.801452 -0.487793 -0.1 -0.2 0.2
O -0.686809 1.196732 2.998622 -0.5 0.0 0.0
H -0.285070 1.605500 3.765121 0.4 0.2 -0.3
H -0.249810 1.371710 2.138015 0.2 0.1 0.4
O -0.015529 -3.006083 2.490903 1.1 0.3 -0.1
H -0.654354 -2.313383 2.746430 -0.7 -0.4 0.1
H -0.446862 -3.848472 2.364541 -0.4 0.0 0.1
O 3.501367 -2.712339 -1.009897 0.5 0.0 -0.4
H 3.255938 -2.121538 -0.289235 -0.5 -0.1 0.0
H 2.697497 -3.182112 -1.253800 -0.1 0.0 0.3
```
Positions in Å, forces in eV/Å.

Results of the natural (NBO) charge analysis, in e, for atoms 1 through 6: N -0.80; C 0.71; O -0.74; C -0.54; C -0.06; N -0.88

[4]
Here is a structure of composition C43H41CsN7OP2SSe2 at a distorted geometry from the Open Molecules 2025 dataset. Energies are from the ωB97M-V functional and the def2-TZVPD basis.

Calculated values
E_LUMO, eV: 2.0
2S+1: 1
Frontier orbital gap, eV: 5.067
F_max, eV/A: 1.39
Net charge: -1
Relative energy (zero: lowest compared OMol25 entry of this formula, charge and spin), kcal per mole: 112.0

XYZ file:
```
98
Properties=species:S:1:pos:R:3:forces:R:3
Cs -1.384507 1.325068 1.929238 -1.0 0.3 -0.9
N -1.790783 4.205157 6.403557 0.1 -0.1 0.0
C -1.755524 3.788863 5.095021 -0.1 0.3 -0.1
S -0.541491 2.646234 4.686747 -0.1 0.3 0.4
N -2.653788 4.450930 4.368673 0.2 -0.3 0.1
N -2.770056 4.107816 3.066929 0.2 0.0 0.2
C -3.472912 4.934672 2.373305 -0.2 0.0 -0.4
C -4.037319 6.209372 2.926549 -0.1 -0.1 0.0
C -5.409222 6.439858 2.873131 -0.1 0.0 0.0
C -5.960179 7.617894 3.366089 0.1 -0.1 0.0
C -5.137085 8.589535 3.915836 0.0 0.0 0.0
C -3.764490 8.371015 3.971945 0.0 -0.1 0.0
C -3.221901 7.189546 3.488277 0.1 0.0 0.0
C -3.779886 4.623665 0.942859 0.0 0.1 0.1
C -4.096400 5.669135 0.064437 0.0 0.1 0.0
C -4.439250 5.392389 -1.245587 0.0 0.1 0.0
C -4.460961 4.074929 -1.672960 0.0 0.0 0.0
C -4.109164 3.104702 -0.752237 0.2 -0.1 0.2
N -3.777613 3.354149 0.514839 0.0 -0.1 0.1
H -1.303548 3.629191 7.064957 0.0 0.0 0.0
H -2.622654 4.693142 6.692027 0.0 0.0 0.0
H -6.054656 5.684721 2.436051 0.0 0.0 0.0
H -7.031180 7.774011 3.319601 0.0 0.0 0.0
H -5.560753 9.507885 4.304515 0.0 0.0 0.0
H -3.113950 9.120457 4.406624 0.0 0.0 0.0
H -2.155358 7.011643 3.555767 -0.1 0.0 0.0
H -4.071245 6.690020 0.420773 0.0 0.0 0.0
H -4.682697 6.198894 -1.927582 0.0 0.0 0.0
H -4.727970 3.804557 -2.685910 0.0 0.0 0.0
H -4.083740 2.061264 -1.050736 0.0 0.0 0.0
Se -0.776536 -5.029570 -3.069602 0.0 0.1 0.1
P 0.929720 -3.895303 -2.521248 0.0 0.2 0.1
C 2.183107 -5.056721 -1.891410 0.1 0.0 0.0
C 2.681713 -5.982137 -2.815274 0.0 0.0 0.0
C 3.628430 -6.915911 -2.432391 -0.1 0.0 0.0
C 4.080016 -6.955576 -1.115328 0.0 0.0 0.0
C 3.567665 -6.065627 -0.189470 -0.1 0.0 0.0
C 2.621564 -5.123087 -0.584318 0.1 -0.1 0.0
C 1.813933 -3.201094 -3.974396 0.0 0.1 -0.1
C 3.194794 -3.019390 -3.954724 0.0 0.1 0.0
C 3.845789 -2.439815 -5.040635 -0.1 -0.1 0.1
C 3.117612 -2.043089 -6.151687 -0.1 0.0 0.0
C 1.738055 -2.222866 -6.175217 0.0 0.0 0.0
C 1.087634 -2.795274 -5.092111 0.1 -0.1 0.0
C 0.577389 -2.378626 -1.573251 -0.1 0.2 -0.2
C 0.584415 -1.727955 -0.350237 0.0 -0.2 -0.3
N -0.232290 -0.591725 -0.382299 0.1 -0.1 0.3
N -0.645873 -0.513745 -1.765818 -0.1 0.0 0.1
N -0.155298 -1.657584 -2.517070 0.1 0.0 0.4
P 1.430762 -1.920708 1.210808 0.1 -0.1 0.0
Se 1.174011 -0.376389 2.651537 0.8 -0.6 0.2
C 3.231559 -2.090072 0.901973 -0.1 0.0 -0.1
C 3.761413 -1.965677 -0.378221 0.0 -0.1 0.0
C 5.134641 -2.040902 -0.583334 -0.1 0.0 0.0
C 5.988869 -2.243647 0.488865 0.0 0.0 0.0
C 5.469727 -2.340327 1.775185 -0.1 0.0 0.0
C 4.101262 -2.243642 1.983638 0.0 0.0 0.0
C 0.801001 -3.476258 1.929068 -0.1 -0.1 -0.1
C -0.555994 -3.735875 1.731629 0.1 -0.1 0.0
C -1.141737 -4.859681 2.294922 0.1 0.0 0.0
C -0.378664 -5.734804 3.058378 0.0 0.0 0.0
C 0.970652 -5.482047 3.256280 0.0 0.0 -0.1
C 1.558726 -4.355271 2.694243 0.0 0.0 0.1
H 2.313659 -5.966424 -3.834574 0.0 0.0 0.0
H 4.010561 -7.622656 -3.158750 0.0 0.0 0.0
H 4.819097 -7.689062 -0.814890 0.0 0.0 0.0
H 3.896434 -6.098642 0.842441 0.0 0.0 0.0
H 2.204916 -4.458434 0.141390 -0.1 0.2 0.3
H 3.772156 -3.333924 -3.091990 0.0 0.0 0.0
H 4.921368 -2.307795 -5.017720 0.0 0.0 0.0
H 3.623006 -1.595401 -6.999661 0.0 0.0 0.0
H 1.166568 -1.909794 -7.041101 0.0 0.0 0.0
H 0.013466 -2.938745 -5.092442 0.0 0.0 0.0
H 3.089967 -1.814997 -1.215104 0.0 0.0 0.0
H 5.532250 -1.942375 -1.587014 0.0 0.0 0.0
H 7.059031 -2.305439 0.328939 0.0 0.0 0.0
H 6.134163 -2.468963 2.621267 0.0 0.0 0.0
H 3.704968 -2.253307 2.991574 0.0 0.0 0.0
H -1.140670 -3.065169 1.112118 0.0 0.0 0.0
H -2.191905 -5.061398 2.124174 0.0 0.0 0.0
H -0.833322 -6.619136 3.488491 0.0 0.0 0.0
H 1.572726 -6.168777 3.839723 0.0 0.0 0.0
H 2.615857 -4.175578 2.843946 0.0 0.0 0.0
C -0.435508 4.080405 -1.050313 -0.1 0.1 0.0
C 0.239515 2.953552 -1.793512 0.0 0.0 0.1
O -0.644196 1.841284 -1.838097 0.1 0.0 -0.2
C -0.039164 0.703092 -2.383889 -0.1 -0.1 0.2
C -2.132044 -0.457517 -1.841669 0.2 0.0 -0.1
H 0.194505 4.973046 -1.066408 0.0 -0.1 0.0
H -0.619555 3.810188 -0.009490 0.0 0.0 0.0
H -1.394131 4.323008 -1.511833 0.0 0.0 0.0
H 1.163633 2.654172 -1.288912 0.1 0.0 0.0
H 0.501991 3.260990 -2.811992 0.0 0.0 -0.1
H 1.010708 0.633558 -2.108116 0.1 0.0 -0.1
H -0.166212 0.608581 -3.464157 -0.1 0.1 -0.1
H -2.483903 0.415397 -1.295986 0.0 0.0 0.0
H -2.481530 -1.379708 -1.394652 -0.1 0.0 0.0
H -2.416146 -0.414370 -2.893018 0.0 0.0 0.0
```
Positions in Å, forces in eV/Å.

Results of the Löwdin charge analysis, in e, for atoms 1 through 6: Cs 0.64; N 0.03; C -0.94; S 0.32; N -0.05; N 0.03